The following is a DFT calculation (the ωB97M-V functional and the def2-TZVPD basis) of a cluster of 2 separate species, C6H10F2O2 in total at a distorted geometry.

Calculated values
energy above the lowest of the compared OMol25 structures with the same formula, charge and spin: 1.8 kcal/mol
E_tot: -584.75843 a.u.
gap between HOMO and LUMO: 10.6 eV

Structure (XYZ):
```
20
Properties=species:S:1:pos:R:3:forces:R:3
C -0.96778 1.25067 0.66442 0.3249 0.0816 0.3987
C -1.70150 0.65270 1.83017 0.4228 -0.3437 -0.8886
C -1.11400 0.70059 -0.71515 -0.2384 -3.0295 -0.4710
C 2.25634 -0.65782 -2.19251 -1.6581 -1.2907 1.3599
C 1.90205 -0.62993 0.13915 -1.2632 -0.8363 0.0989
C -1.92516 -0.58937 2.08880 -0.3177 -4.3101 -0.6005
O 2.00914 -0.24841 1.25506 0.8826 0.8143 1.0910
O 2.65696 -0.21832 -0.87446 -0.3183 -0.1198 -0.0706
F -1.66429 -1.67632 1.23100 -0.2318 1.9952 1.4084
F -2.47063 -1.11712 3.20258 0.3811 0.7310 -0.9437
H 0.09816 1.15078 0.84285 0.1556 0.6025 0.6365
H -2.04048 1.24806 2.62558 -0.1815 1.1316 0.8014
H -0.53286 1.09702 -1.50165 1.0982 1.5610 -0.3700
H -2.10976 0.75219 -1.14158 -0.4121 -0.5415 0.2893
H -0.66284 -0.36401 -0.74450 -1.5084 1.2104 0.1754
H 2.44877 -1.76691 -2.26809 -0.3083 1.1861 -0.2101
H 2.89591 -0.09308 -2.79919 0.6470 0.5144 -1.2872
H 1.15397 -0.40502 -2.36745 1.5846 -0.4368 0.0802
H 1.06252 -1.34945 -0.01122 0.5846 0.0180 -1.0493
H -1.29455 2.26373 0.73618 0.3565 1.0622 -0.4486
```
Forces are in eV/Å.

Atomic partial charges in e from the natural (NBO) method, atoms 1 to 8: number 1, C, carries -0.440; number 2, C, carries -0.354; number 3, C, carries -0.603; number 4, C, carries -0.262; number 5, C, carries 0.636; number 6, C, carries 0.748; number 7, O, carries -0.560; number 8, O, carries -0.507

---

The following is a DFT calculation (the ωB97M-V functional and the def2-TZVPD basis) of a cluster of 2 separate species, C6H10FNO5S in total at a distorted geometry.

Calculated values
energy above the lowest of the compared OMol25 structures with the same formula, charge and spin: 0.0 kcal/mol
E_tot: -1163.61195 a.u.
gap between HOMO and LUMO: 10.4 eV

Structure (XYZ):
```
24
Properties=species:S:1:pos:R:3:forces:R:3
O 1.90416 1.89666 2.56320 3.0358 1.3645 1.0399
C 0.92822 1.48458 2.06659 -2.9540 0.0813 -0.6771
N 0.71653 0.31181 1.43844 0.6189 -1.5150 -0.5041
C -0.56506 -0.27778 1.79514 -0.1686 0.8659 -0.1352
C -1.32687 0.93661 2.37828 -0.3576 -0.3394 -0.0298
C -0.47706 2.13101 2.02481 0.2596 -1.3985 0.3036
F -0.72611 2.37645 0.68531 -0.1479 0.9055 -0.3550
H 1.50440 -0.28554 1.24319 0.0452 -0.0451 0.2912
H -1.06707 -0.66314 0.92615 -0.1692 -0.3722 -0.2793
H -0.44505 -1.03044 2.55828 0.0389 -0.4529 0.1008
H -2.29870 1.02407 1.92107 -0.3802 0.1225 -0.1536
H -1.48908 0.82216 3.44138 0.1616 0.1203 0.3369
H -0.61265 2.99150 2.65106 0.0230 0.5995 -0.0320
C 0.75448 -0.03262 -2.61871 0.0756 0.2995 0.3477
C 1.45004 -1.27880 -2.11348 0.1738 -0.1041 -0.3562
O 0.40448 -2.03983 -1.49315 -0.1889 0.2770 0.0947
S -0.97527 -1.79738 -2.27960 0.4813 0.3549 -0.0457
O -1.17919 -2.85764 -3.19333 -0.2265 -0.1085 -0.1023
O -1.95980 -1.41785 -1.33504 -0.1870 -0.1744 0.1609
O -0.51301 -0.50163 -3.10010 0.1060 -0.3472 -0.0335
H 0.57739 0.68305 -1.81236 0.0159 -0.0260 0.0052
H 1.29874 0.45126 -3.42499 -0.1561 -0.0574 -0.1334
H 2.22915 -1.05866 -1.38908 -0.1148 -0.0828 0.1478
H 1.86732 -1.86783 -2.93304 0.0151 0.0327 0.0086
```
Forces are in eV/Å.

Atomic partial charges in e from the natural (NBO) method, atoms 1 to 8: number 1, O, carries -0.559; number 2, C, carries 0.649; number 3, N, carries -0.628; number 4, C, carries -0.216; number 5, C, carries -0.447; number 6, C, carries 0.110; number 7, F, carries -0.358; number 8, H, carries 0.394

---

The following is a DFT calculation (the ωB97M-V functional and the def2-TZVPD basis) of a structure of composition C6H10I2NO at a distorted geometry.

Calculated values
charge: +1
energy above the lowest of the compared OMol25 structures with the same formula, charge and spin: 0.0 kcal/mol
E_tot: -959.61161 a.u.
gap between HOMO and LUMO: 8.1 eV

Structure (XYZ):
```
20
Properties=species:S:1:pos:R:3:forces:R:3
C -0.67410 -1.21618 0.56699 -1.1467 -1.6198 -4.5013
C -1.55002 -0.36366 -0.02415 0.2389 -1.2858 0.2845
C 0.03361 -1.04117 1.70222 3.9656 1.5991 5.0117
C 2.36743 0.58854 2.02789 -1.3303 -3.7353 1.0558
C -1.85742 -0.43758 -1.47278 -3.2369 0.7877 -1.0937
C 1.34567 0.40078 0.91589 -1.1095 -1.1800 1.4016
N -0.97603 0.56123 -2.25341 -1.1287 0.5529 -1.7006
O 0.29476 -1.36528 2.82765 -1.0026 0.8117 -3.1957
I 2.32013 -0.24318 -0.91890 -0.2968 0.1829 0.4654
I 0.16084 2.18621 0.59749 0.6115 -0.2052 0.1930
H -0.09261 -2.05792 -0.04734 -1.5170 1.7959 1.0080
H -2.09901 0.41582 0.48719 0.2483 -0.3176 0.3764
H 3.04614 1.23165 1.61844 2.2111 1.9463 -0.3479
H 1.90003 0.96698 3.01210 0.8210 -0.7960 -1.6094
H 2.92040 -0.49961 2.11375 -1.3735 2.7319 0.2800
H -2.93536 0.00045 -1.63406 1.9107 -1.0583 0.2461
H -1.86899 -1.45229 -2.00260 0.6170 1.4825 0.8997
H -0.04491 0.56136 -1.82484 0.3791 0.2216 -0.3360
H -1.31618 1.55621 -2.47888 0.3451 -1.5790 1.5530
H -0.97436 0.20764 -3.21264 0.7936 -0.3355 0.0093
```
Forces are in eV/Å.

Atomic partial charges in e from the natural (NBO) method, atoms 1 to 8: number 1, C, carries -0.334; number 2, C, carries -0.243; number 3, C, carries 0.675; number 4, C, carries -0.733; number 5, C, carries -0.265; number 6, C, carries -0.429; number 7, N, carries -0.736; number 8, O, carries -0.408

---

The following is a DFT calculation (the ωB97M-V functional and the def2-TZVPD basis) of a structure of composition C6H10KNaO3 at a distorted geometry.

Calculated values
energy above the lowest of the compared OMol25 structures with the same formula, charge and spin: 38.8 kcal/mol
E_tot: -1222.41139 a.u.
gap between HOMO and LUMO: 2.5 eV

Structure (XYZ):
```
21
Properties=species:S:1:pos:R:3:forces:R:3
C 1.46047 -2.21350 -2.12003 0.2778 0.8437 -0.9500
C 0.22299 -1.66882 -1.98125 0.4847 -0.1866 -0.3207
C -0.16153 -0.68310 -0.92333 -1.2123 -0.3778 -0.5953
C -1.56159 -0.55099 -0.78578 0.5192 0.0231 -0.2135
O -2.32397 0.26450 -0.17455 0.1195 1.3922 0.4969
O 1.96523 -2.74387 -3.20668 0.4856 -0.6796 -0.1161
K 4.32542 -4.33464 -5.24060 -0.7639 0.4943 0.6816
Na -1.68896 2.37016 -0.04731 0.1923 -0.7326 0.0885
H 2.19161 -1.96998 -1.32091 -0.1902 -0.4264 0.2817
H -0.38808 -1.58573 -2.89034 0.0944 -0.5271 0.2516
H 0.27608 0.43416 0.39610 -0.2692 3.1535 1.2823
H -2.19018 -1.30390 -1.31411 0.9211 -0.3523 0.0871
C -1.03340 1.81026 2.92495 -0.3138 0.0276 0.1546
C 0.33424 1.68458 2.26590 0.3340 -0.7261 0.2970
O 0.26701 1.63302 0.86263 -0.0085 -2.9438 -1.5529
H -0.98855 1.53668 3.98888 0.0268 0.1357 -0.2215
H -1.39303 2.85177 2.88071 -0.0639 -0.2443 -0.0649
H -1.76082 1.13459 2.44644 0.2405 0.1870 0.0687
H 0.81424 0.75801 2.63625 -0.0557 0.4252 -0.0151
H 0.96184 2.54268 2.56850 -0.0711 -0.2997 -0.1225
H 0.67100 0.03410 -0.96546 -0.7474 0.8139 0.4825
```
Forces are in eV/Å.

Atomic partial charges in e from the natural (NBO) method, atoms 1 to 8: number 1, C, carries 0.199; number 2, C, carries -0.431; number 3, C, carries -0.629; number 4, C, carries 0.292; number 5, O, carries -0.876; number 6, O, carries -0.942; number 7, K, carries 0.980; number 8, Na, carries 0.951

---

The following is a DFT calculation (the ωB97M-V functional and the def2-TZVPD basis) of a structure of composition C6H10N at a distorted geometry.

Calculated values
charge: +1
energy above the lowest of the compared OMol25 structures with the same formula, charge and spin: 87.8 kcal/mol
E_tot: -288.94307 a.u.
gap between HOMO and LUMO: 11.4 eV

Structure (XYZ):
```
17
Properties=species:S:1:pos:R:3:forces:R:3
C 2.31586 -0.88802 0.42403 0.6727 -1.0681 0.4714
C 1.94430 -0.56829 -0.80104 1.2352 -0.1750 -1.1560
C -0.88927 1.35042 0.62334 -0.0990 -1.7750 -1.0675
C 1.86323 0.46662 0.18855 -1.9489 -1.2293 1.8496
C -0.92978 0.29911 -0.41631 2.7504 2.3042 1.5326
C -1.86783 -0.74481 -0.51007 -3.1131 -1.0357 -1.3949
N 0.06736 0.27659 0.72860 1.5178 2.8502 -2.6414
H 2.62799 -1.70711 1.18735 -0.4799 1.8535 -1.6227
H 1.86500 -0.83790 -1.89296 -0.0029 0.4206 1.5813
H -0.50569 2.23548 0.29836 1.4052 2.3493 -0.5847
H -1.66325 1.48425 1.27345 -1.8976 -0.1793 1.9639
H 2.15232 1.48554 0.55656 -0.2961 -1.1191 -0.8429
H -0.40752 0.57947 -1.28715 0.4449 0.2615 -1.0751
H -2.11021 -0.88895 -1.58080 0.5372 -0.8063 0.5587
H -2.84490 -0.46392 -0.15399 -0.3911 0.2401 0.6139
H -1.56923 -1.58901 0.05561 0.1667 -1.3156 -0.0752
H -0.04837 -0.48948 1.30646 -0.5016 -1.5763 1.8890
```
Forces are in eV/Å.

Atomic partial charges in e from the natural (NBO) method, atoms 1 to 8: number 1, C, carries -0.129; number 2, C, carries -0.139; number 3, C, carries -0.211; number 4, C, carries -0.023; number 5, C, carries -0.032; number 6, C, carries -0.667; number 7, N, carries -0.456; number 8, H, carries 0.294

---

The following is a DFT calculation (the ωB97M-V functional and the def2-TZVPD basis) of the ion C6H10N with charge +1 at a distorted geometry.

Calculated values
charge: +1
energy above the lowest of the compared OMol25 structures with the same formula, charge and spin: 51.0 kcal/mol
E_tot: -289.00162 a.u.
gap between HOMO and LUMO: 8.4 eV

Structure (XYZ):
```
17
Properties=species:S:1:pos:R:3:forces:R:3
C 2.15169 -0.40456 -0.00837 -5.3869 -0.4407 0.2873
C 0.93142 -1.42446 0.00585 0.3495 1.5146 -0.2232
C 0.23415 0.82961 0.28271 2.8506 -0.1846 0.4149
C -0.28002 -0.52693 0.08664 1.3200 -1.7683 2.0875
C -0.38336 1.90293 -0.49285 -0.0810 2.2828 -1.7046
C -1.66296 -0.94476 0.26868 -1.6233 0.5596 -1.0294
N 1.82312 0.79790 0.13445 -2.4651 0.2169 0.2331
H 3.06652 -0.80019 -0.08200 3.6969 -0.9495 -0.3557
H 0.91153 -2.15343 -0.79157 -0.0774 -0.1927 -0.5328
H 0.96556 -2.05350 0.89510 -0.1802 -0.0627 0.4034
H 0.03727 1.09113 1.32460 0.0038 -0.4477 0.5883
H 0.06613 1.80126 -1.54651 -1.7216 0.3840 1.1396
H -0.12206 2.92080 -0.14700 0.7281 -0.6828 0.0036
H -1.46308 1.98800 -0.24979 0.2302 -0.6828 -1.2474
H -2.02854 -2.04077 0.49318 1.3184 2.2160 0.0889
H -1.93035 -0.92120 -0.83434 -0.0226 0.1510 0.2276
H -2.31702 -0.06181 0.66123 1.0606 -1.9131 -0.3809
```
Forces are in eV/Å.

Atomic partial charges in e from the natural (NBO) method, atoms 1 to 8: number 1, C, carries 0.144; number 2, C, carries -0.616; number 3, C, carries -0.256; number 4, C, carries 0.577; number 5, C, carries -0.638; number 6, C, carries -0.762; number 7, N, carries -0.305; number 8, H, carries 0.210

---

Question: What is the formula in the sixth record?
Answer: C6H10N